(1)
The following is a DFT calculation (ωB97M-V/def2-TZVPD) of a structure of composition C27H64InN2O9S2 in a non-equilibrium geometry.

Structure (XYZ):
```
105
Properties=species:S:1:pos:R:3
C 1.07 -1.49 5.56
C 0.13 -0.61 4.73
N -1.06 -0.10 5.41
C -0.79 0.92 6.43
C -1.06 2.32 5.86
C -1.96 -1.09 5.73
S -2.30 -1.72 7.21
S -2.74 -1.75 4.25
C -4.17 -0.64 4.14
C -3.95 0.61 3.28
C -3.46 0.28 1.86
In -1.26 0.61 1.54
C -0.26 -1.35 1.09
C -0.14 -1.72 -0.40
C 0.58 -0.63 -1.15
N -0.16 0.06 -2.11
O 1.76 -0.37 -0.97
H 0.98 -1.25 6.63
H 2.09 -1.33 5.22
H 0.80 -2.54 5.47
H 0.66 0.23 4.27
H -0.24 -1.20 3.88
H -1.40 0.77 7.31
H 0.27 0.89 6.72
H -0.88 3.04 6.66
H -0.39 2.56 5.03
H -2.11 2.43 5.55
H -4.92 -1.25 3.62
H -4.57 -0.41 5.13
H -3.22 1.27 3.78
H -4.93 1.11 3.23
H -3.70 -0.76 1.61
H -3.97 0.92 1.13
H -0.99 1.78 0.19
H -0.55 1.36 2.98
H 0.74 -1.38 1.52
H -0.87 -2.12 1.58
H -1.14 -1.87 -0.83
H 0.44 -2.63 -0.55
H 0.26 0.98 -2.23
H -1.11 0.22 -1.77
C -7.66 -3.49 3.35
O -7.75 -2.08 3.26
C -8.92 -1.61 2.62
C -9.94 -1.12 3.62
O -10.44 -2.16 4.43
C -9.85 -2.21 5.71
H -6.85 -3.72 4.04
H -8.59 -3.93 3.73
H -7.43 -3.93 2.37
H -9.35 -2.39 1.99
H -8.63 -0.78 1.97
H -10.79 -0.69 3.07
H -9.50 -0.33 4.23
H -10.21 -1.39 6.34
H -8.76 -2.16 5.65
H -10.13 -3.16 6.17
C 3.81 -0.04 -5.74
O 2.74 -0.36 -6.61
C 2.78 -1.70 -7.09
C 1.85 -2.61 -6.32
O 2.26 -2.76 -4.98
C 1.53 -1.96 -4.05
H 3.57 0.91 -5.27
H 3.95 -0.79 -4.97
H 4.74 0.08 -6.31
H 3.80 -2.09 -7.05
H 2.47 -1.67 -8.14
H 1.86 -3.60 -6.79
H 0.82 -2.22 -6.37
H 0.52 -2.36 -3.90
H 1.45 -0.93 -4.39
H 2.06 -1.98 -3.11
C 5.77 -0.72 0.83
O 5.33 0.61 1.02
C 3.91 0.74 0.95
C 3.29 0.83 2.33
O 3.44 -0.38 3.06
C 4.48 -0.33 4.02
H 6.83 -0.76 1.11
H 5.21 -1.43 1.45
H 5.68 -1.02 -0.22
H 3.47 -0.09 0.40
H 3.70 1.66 0.41
H 2.21 1.00 2.20
H 3.71 1.67 2.88
H 4.19 0.30 4.88
H 5.41 0.06 3.60
H 4.64 -1.34 4.37
C 5.25 5.75 -9.28
O 4.14 4.93 -8.96
C 4.27 3.59 -9.40
C 4.68 2.66 -8.28
O 5.98 2.95 -7.80
C 5.98 3.69 -6.59
H 5.14 6.68 -8.72
H 6.19 5.27 -9.00
H 5.27 5.99 -10.35
H 5.00 3.53 -10.22
H 3.30 3.28 -9.79
H 4.69 1.64 -8.67
H 3.95 2.71 -7.47
H 5.69 3.05 -5.75
H 5.31 4.55 -6.64
H 7.00 4.04 -6.43
```

Charge = -1
Kohn-Sham gap = 0.2563 Eh
E = -2840.1118 Eh

(2)
The following is a DFT calculation (ωB97M-V/def2-TZVPD) of a cluster of 8 separate species, C27H65NO29P6 in total in a non-equilibrium geometry.

Structure (XYZ):
```
128
Properties=species:S:1:pos:R:3
O -2.87 7.15 -6.83
C -1.89 6.76 -6.16
C -1.29 5.39 -6.28
C -0.39 4.87 -5.42
O -0.18 3.51 -5.44
C 0.32 5.70 -4.38
O 1.38 5.41 -3.75
C -0.18 7.10 -4.33
C -1.09 7.59 -5.23
O -1.35 8.95 -5.29
H -1.76 4.69 -6.95
H -0.99 3.12 -5.78
H 0.38 7.70 -3.63
H -2.08 9.13 -5.89
C -2.00 -6.18 6.70
O -1.15 -5.02 6.27
P 0.29 -4.67 6.93
O 0.39 -5.13 8.32
O 0.48 -3.05 6.65
C 1.57 -2.38 7.14
O 1.35 -5.36 5.88
C 1.79 -6.65 5.99
H -1.67 -6.80 7.54
H -1.96 -6.88 5.87
H -2.99 -5.96 7.10
H 1.21 -1.49 7.67
H 2.30 -2.07 6.39
H 2.07 -3.11 7.77
H 1.30 -7.19 5.18
H 1.57 -7.18 6.91
H 2.87 -6.62 5.85
C -5.56 1.15 -8.37
O -6.25 0.20 -7.50
P -5.59 -0.11 -6.05
O -4.15 -0.59 -6.08
O -5.90 1.20 -5.11
C -5.65 1.07 -3.69
O -6.49 -1.25 -5.42
C -6.11 -1.99 -4.33
H -5.99 0.88 -9.34
H -4.48 1.00 -8.41
H -5.94 2.16 -8.22
H -4.92 0.27 -3.56
H -6.52 0.79 -3.10
H -5.10 1.92 -3.29
H -6.39 -1.68 -3.33
H -5.05 -2.25 -4.34
H -6.67 -2.93 -4.29
C -3.37 8.31 2.27
O -4.14 8.64 1.14
P -4.52 10.20 0.84
O -4.71 10.49 -0.58
O -5.74 10.52 1.78
C -6.42 11.80 1.73
O -3.41 10.90 1.67
C -2.19 11.23 1.03
H -3.62 7.32 2.65
H -3.50 9.00 3.10
H -2.31 8.12 2.05
H -6.31 12.27 2.70
H -7.48 11.61 1.55
H -6.09 12.44 0.91
H -1.62 10.30 1.09
H -1.81 12.14 1.49
H -2.39 11.40 -0.03
C 6.35 -11.77 0.16
O 5.65 -11.27 -0.98
P 5.82 -9.67 -1.47
O 5.07 -9.33 -2.73
O 7.43 -9.51 -1.53
C 8.23 -10.40 -2.35
O 5.17 -9.03 -0.19
C 4.96 -7.60 -0.03
H 5.99 -12.80 0.21
H 6.17 -11.30 1.13
H 7.43 -11.86 0.10
H 7.71 -11.27 -2.76
H 8.99 -10.97 -1.81
H 8.83 -9.76 -3.00
H 5.70 -6.96 -0.51
H 4.97 -7.50 1.06
H 3.97 -7.37 -0.42
C 5.26 7.46 2.38
O 5.06 8.44 3.36
P 4.33 7.97 4.75
O 3.13 7.15 4.55
O 5.52 7.33 5.61
C 5.41 6.68 6.82
O 4.16 9.45 5.46
C 3.43 10.52 4.91
H 4.78 7.84 1.48
H 4.79 6.48 2.50
H 6.30 7.20 2.23
H 4.42 6.72 7.27
H 6.14 7.13 7.50
H 5.67 5.63 6.74
H 2.95 10.06 4.05
H 3.95 11.45 4.71
H 2.51 10.80 5.43
C -3.60 -7.91 -0.75
O -3.74 -8.05 -2.09
P -2.50 -8.49 -3.12
O -2.86 -9.34 -4.31
O -1.92 -7.00 -3.42
C -0.67 -6.82 -4.05
O -1.47 -9.13 -2.10
C -1.04 -10.45 -2.16
H -4.31 -7.23 -0.30
H -2.63 -7.50 -0.45
H -3.82 -8.84 -0.21
H -0.26 -7.67 -4.60
H 0.12 -6.35 -3.46
H -0.79 -6.03 -4.79
H -0.06 -10.48 -2.64
H -1.72 -11.06 -2.75
H -0.87 -10.85 -1.16
C 2.58 -0.61 1.37
N 1.37 -0.24 0.72
C 0.71 -1.18 -0.11
C 0.85 1.00 0.78
O -0.29 1.23 0.25
H 2.47 -1.58 1.85
H 2.91 0.17 2.06
H 3.42 -0.81 0.71
H -0.16 -1.63 0.38
H 0.44 -0.71 -1.06
H 1.37 -1.99 -0.43
H 1.24 1.76 1.48
```

ΔE to the lowest compared entry with this formula, charge and spin = 5.569 eV
Kohn-Sham gap = 0.2775 Eh
SMILES string = O=C1C=C(O)C(=O)C=C1O.COP(=O)(OC)OC.COP(=O)(OC)OC.COP(=O)(OC)OC.COP(=O)(OC)OC.COP(=O)(OC)OC.COP(=O)(OC)OC.CN(C)C=O
E = -5352.9200 Eh

(3)
The following is a DFT calculation (ωB97M-V/def2-TZVPD) of a cluster of 8 separate species, C27H66B2F8N4O7 in total in a non-equilibrium geometry.

Structure (XYZ):
```
114
Properties=species:S:1:pos:R:3
C 4.08 1.71 1.54
C 4.08 2.29 0.12
C 2.70 2.56 -0.39
N 2.58 3.20 -1.82
C 3.40 4.52 -1.84
C 1.11 3.40 -2.17
C 0.98 3.30 -3.70
C 2.34 2.97 -4.25
C 3.02 2.32 -3.03
H 3.32 2.08 2.23
H 4.92 2.03 2.15
H 4.07 0.62 1.51
H 4.53 1.69 -0.66
H 4.65 3.22 0.16
H 2.08 3.28 0.14
H 2.22 1.58 -0.35
H 3.13 5.12 -2.72
H 4.48 4.44 -1.85
H 2.97 5.22 -1.12
H 0.79 4.26 -1.59
H 0.52 2.57 -1.78
H 0.48 4.17 -4.14
H 0.26 2.48 -3.64
H 2.90 3.86 -4.56
H 2.29 2.35 -5.14
H 4.11 2.39 -3.11
H 2.52 1.45 -2.63
C 2.16 -1.81 -3.47
N 0.96 -2.09 -4.35
C 0.68 -0.77 -5.10
C 1.35 -3.16 -5.41
C -0.26 -2.44 -3.44
C -1.57 -2.79 -4.25
O -1.45 -4.07 -4.84
H 2.91 -1.76 -4.26
H 2.55 -2.58 -2.81
H 2.23 -0.88 -2.90
H 1.55 -0.55 -5.73
H 0.68 -0.04 -4.29
H -0.23 -0.80 -5.69
H 0.46 -3.27 -6.03
H 1.64 -4.06 -4.86
H 2.10 -2.97 -6.18
H -0.49 -1.75 -2.63
H 0.06 -3.36 -2.95
H -1.79 -2.05 -5.02
H -2.38 -2.97 -3.54
H -2.37 -4.29 -5.04
C -4.31 -0.40 0.50
N -4.56 0.37 1.84
C -3.22 1.18 2.06
C -5.75 1.39 1.60
C -4.71 -0.60 3.06
C -4.83 0.22 4.35
O -4.54 -0.69 5.43
H -3.62 -1.22 0.67
H -3.87 0.35 -0.17
H -5.27 -0.84 0.23
H -2.38 0.63 2.49
H -3.34 2.04 2.72
H -2.87 1.55 1.10
H -6.76 0.97 1.52
H -5.62 2.10 0.79
H -5.84 2.06 2.46
H -3.75 -1.12 3.00
H -5.56 -1.23 2.85
H -5.78 0.71 4.58
H -3.99 0.89 4.51
H -3.68 -0.51 5.81
C 0.78 -2.90 3.08
N 1.18 -1.47 3.63
C 2.11 -0.95 2.52
C -0.19 -0.76 3.59
C 1.76 -1.61 5.06
C 2.23 -0.27 5.66
O 3.57 -0.09 5.20
H 0.20 -3.41 3.85
H 1.71 -3.42 2.86
H 0.30 -2.86 2.10
H 2.32 0.12 2.62
H 1.61 -1.01 1.55
H 3.08 -1.42 2.41
H 0.10 0.29 3.67
H -0.74 -1.21 4.42
H -0.68 -0.97 2.64
H 2.59 -2.29 4.90
H 0.94 -2.04 5.64
H 2.35 -0.42 6.73
H 1.59 0.58 5.45
H 3.86 0.81 5.30
B -3.17 -3.83 2.05
F -3.22 -5.06 1.51
F -2.28 -3.10 1.28
F -4.48 -3.40 1.97
F -2.74 -3.97 3.28
B -0.63 0.21 -0.41
F -1.68 0.77 -1.20
F -1.15 -0.67 0.52
F 0.34 -0.43 -1.11
F -0.01 1.20 0.24
C -2.32 4.55 -1.01
C -3.68 4.77 -0.30
O -4.47 5.57 -0.81
O -3.77 4.23 0.80
H -1.70 5.42 -0.79
H -2.61 4.49 -2.06
H -1.92 3.63 -0.58
C 2.70 -3.34 -0.06
C 2.91 -4.75 -0.61
O 2.84 -4.94 -1.85
O 3.09 -5.69 0.25
H 3.48 -2.73 -0.53
H 2.90 -3.27 1.01
H 1.81 -2.85 -0.46
```

Kohn-Sham gap = 0.2183 Eh
E = -2662.7764 Eh

(4)
The following is a DFT calculation (ωB97M-V/def2-TZVPD) of a cluster of 8 separate species, C27H66FNO11 in total.

Structure (XYZ):
```
106
Properties=species:S:1:pos:R:3
C 4.67 -0.40 0.06
C 4.58 0.76 1.06
C 3.78 1.94 0.47
C 2.50 2.21 1.27
C 1.66 3.34 0.69
C 0.47 3.76 1.59
C -0.91 3.67 0.94
C -1.36 2.25 0.57
F -0.39 1.31 0.84
C -2.64 1.87 1.31
N -3.01 0.47 1.18
C -3.29 -0.22 2.44
O -1.66 2.19 -0.85
C -0.86 1.37 -1.60
O 0.17 1.74 -2.08
C -1.37 -0.05 -1.80
C -1.29 -0.39 -3.28
O -1.77 0.32 -4.12
O -0.67 -1.54 -3.62
H 3.67 -0.81 -0.10
H 5.37 -1.19 0.34
H 5.01 -0.01 -0.90
H 5.59 1.08 1.33
H 4.08 0.42 1.97
H 3.49 1.65 -0.55
H 4.39 2.84 0.43
H 1.93 1.28 1.28
H 2.77 2.42 2.31
H 1.27 3.02 -0.28
H 2.31 4.19 0.50
H 0.62 4.82 1.83
H 0.50 3.25 2.55
H -1.64 4.05 1.65
H -0.97 4.32 0.06
H -2.56 2.18 2.35
H -3.42 2.50 0.84
H -2.31 -0.04 0.67
H -3.05 -1.28 2.37
H -2.74 0.21 3.29
H -4.36 -0.16 2.69
H -0.74 -0.71 -1.20
H -2.42 -0.10 -1.50
H -0.46 -2.01 -2.80
C 6.67 -2.59 -4.57
C 5.63 -2.03 -3.62
O 6.20 -1.68 -2.36
H 7.14 -3.48 -4.14
H 6.22 -2.87 -5.53
H 7.46 -1.86 -4.76
H 4.86 -2.77 -3.42
H 5.15 -1.14 -4.05
H 6.88 -1.02 -2.52
C 3.03 3.92 6.56
C 4.06 3.82 5.45
O 3.44 3.75 4.16
H 2.36 3.06 6.53
H 3.51 3.95 7.54
H 2.42 4.82 6.45
H 4.65 2.91 5.55
H 4.74 4.67 5.48
H 2.92 4.56 4.05
C -5.96 -1.70 -0.86
C -7.09 -1.08 -0.05
O -6.66 -0.71 1.26
H -5.56 -2.58 -0.35
H -6.31 -2.00 -1.85
H -5.14 -0.99 -0.98
H -7.90 -1.80 0.09
H -7.50 -0.21 -0.56
H -5.95 -0.07 1.16
C -2.94 -4.74 -4.19
C -3.95 -3.93 -3.40
O -3.37 -3.31 -2.26
H -2.49 -5.50 -3.55
H -3.40 -5.23 -5.05
H -2.14 -4.09 -4.56
H -4.75 -4.58 -3.02
H -4.41 -3.17 -4.04
H -2.68 -2.73 -2.57
C 8.27 6.04 4.60
C 8.37 4.80 5.47
O 7.33 3.87 5.20
H 7.31 6.53 4.75
H 9.06 6.75 4.84
H 8.35 5.78 3.55
H 8.27 5.06 6.53
H 9.34 4.32 5.34
H 7.40 3.61 4.28
C -11.77 -2.54 1.08
C -11.58 -3.46 -0.11
O -10.21 -3.56 -0.49
H -11.38 -1.54 0.86
H -12.82 -2.45 1.35
H -11.22 -2.92 1.95
H -12.10 -3.07 -0.98
H -11.97 -4.45 0.11
H -9.72 -3.91 0.25
C 1.17 -4.80 -5.76
C 1.97 -5.17 -4.52
O 2.78 -4.09 -4.06
H 1.83 -4.47 -6.56
H 0.57 -5.64 -6.11
H 0.49 -3.97 -5.54
H 2.65 -5.99 -4.74
H 1.30 -5.50 -3.72
H 2.19 -3.36 -3.85
```

Kohn-Sham gap = 0.3454 Eh
SMILES string = CCCCCCC[C@@](F)(CNC)OC(=O)CC(=O)O.CCO.CCO.CCO.CCO.CCO.CCO.CCO
E = -2050.5185 Eh